# 1
Density functional theory data (ωB97M-V/def2-TZVPD) for a structure of composition C3FO3Zn.

Calculated values
**Energy above the lowest of the compared OMol25 structures with the same formula, charge and spin**: 0.9 kcal/mol
**Frontier orbital gap (spin up / spin down)**: 8.7 / 7.2 eV
**LUMO (spin up / spin down)**: 0.0011 / -0.0706 hartree
**2S+1**: 2
**Charge**: 0
**Highest occupied orbital energy (spin up / spin down)**: -8.64 / -9.14 eV

Geometry as XYZ:
```
8
C3FO3Zn | the OMol25 dataset | ωB97M-V/def2-TZVPD
F -3.42940 0.52207 0.23091
Zn 1.95932 1.52558 0.11802
C -0.95906 0.58007 -0.09788
C 1.27247 -1.11929 -0.09509
C -2.14513 0.55574 0.09391
O 2.32542 -0.52931 -0.02000
O 0.66967 -2.10860 0.09875
O 0.30671 0.57373 -0.32861
```

***

# 2
Density functional theory data (ωB97M-V/def2-TZVPD) for a cluster of 2 separate species, C3H10BN in total.

Calculated values
**Energy above the lowest of the compared OMol25 structures with the same formula, charge and spin**: 51.2 kcal/mol
**Frontier orbital gap**: 10.0 eV
**LUMO**: 0.0307 hartree
**2S+1**: 1
**Charge**: 0
**Highest occupied orbital energy**: -9.18 eV

Geometry as XYZ:
```
15
C3H10BN | the OMol25 dataset | ωB97M-V/def2-TZVPD
H 1.95329 0.93142 -0.75377
H -1.78375 1.11251 -1.50757
C 1.22505 -1.42399 0.50992
H -1.46685 -1.87305 0.24458
B -0.92963 -0.41370 -0.03357
C 1.11527 1.04682 -0.13624
C -1.91861 0.66505 -0.42996
H 1.78215 1.50989 0.61936
H -2.99577 0.45643 -0.29155
H 0.42168 1.75484 -0.47132
H 2.31923 -1.15387 0.34977
H 0.92513 -1.68519 1.54650
H -1.86273 1.62819 0.22471
N 0.45373 -0.20680 0.10934
H 0.76180 -2.34855 0.01979
```

***

# 3
Density functional theory data (ωB97M-V/def2-TZVPD) for a structure of composition C3H10BaFINO6P2S2.

Calculated values
**Frontier orbital gap**: 5.4 eV
**LUMO**: -0.1965 hartree
**2S+1**: 1
**Charge**: +1
**Highest occupied orbital energy**: -10.72 eV

Geometry as XYZ:
```
27
C3H10BaFINO6P2S2 | the OMol25 dataset | ωB97M-V/def2-TZVPD
O -2.28707 -0.36682 2.61711
H -3.05412 -1.67282 -0.57307
H 0.49865 -1.67135 0.23131
H -1.55157 -0.29216 -1.34345
S -0.07737 1.62184 1.30312
F 0.63095 0.71544 2.58917
H 4.17224 -0.92101 -0.18385
Ba 2.21803 -2.40419 1.06248
C 0.59012 -0.69760 -0.45131
S -2.70767 1.64708 -0.10326
H -2.24415 -1.00716 3.39254
O 0.86854 2.77154 0.77479
H 3.59918 -0.76630 -1.97147
H -3.58197 1.08458 0.87668
O -1.27786 2.41116 1.96029
O -2.96815 -2.04674 0.36395
H 2.11570 1.04782 -0.88285
P -0.92441 0.43946 -0.26176
C 3.21686 -1.05602 -0.88738
I 0.48655 -1.48008 -2.54131
N -1.44946 2.17067 -2.06008
O -1.51416 1.89392 -3.24755
P -1.74401 -1.06942 1.12562
H 2.90001 -2.17698 -0.77864
C 2.05447 0.00831 -0.32523
O -0.36545 1.58224 -1.48220
H 2.39611 0.23461 0.79637
```

***

# 4
Density functional theory data (ωB97M-V/def2-TZVPD) for a cluster of 2 separate species, C3H10ClNOP2 in total.

Calculated values
**Energy above the lowest of the compared OMol25 structures with the same formula, charge and spin**: 11.1 kcal/mol
**Frontier orbital gap (spin up / spin down)**: 6.3 / 6.3 eV
**LUMO (spin up / spin down)**: -0.0887 / -0.0887 hartree
**2S+1**: 1
**Charge**: 0
**Highest occupied orbital energy (spin up / spin down)**: -8.68 / -8.67 eV

Geometry as XYZ:
```
18
C3H10ClNOP2 | the OMol25 dataset | ωB97M-V/def2-TZVPD
P -1.03935 0.73630 0.51014
C 0.79133 0.97213 0.11796
H 2.28323 -0.90197 -1.36787
C 1.81728 -1.28194 -0.46149
H 2.68838 0.21943 0.77529
H 0.90414 1.16184 -0.95069
H -1.67901 -1.74654 1.39640
H -1.43254 2.79103 -0.41923
H 2.41652 -2.10360 -0.07691
H -2.63725 1.69824 -0.71455
C 1.68698 -0.17711 0.57648
H 1.31046 -0.58959 1.51686
P -1.37166 -1.08055 -0.67119
N -1.62363 1.82146 -0.64972
O -1.58760 -2.11735 0.50605
H 1.07098 1.88633 0.65063
H 0.83309 -1.68485 -0.73607
Cl -4.43135 0.39674 -0.00207
```

***

# 5
Density functional theory data (ωB97M-V/def2-TZVPD) for a cluster of 2 separate species, C3H10FN3 in total.

Calculated values
**Energy above the lowest of the compared OMol25 structures with the same formula, charge and spin**: 143.7 kcal/mol
**Frontier orbital gap**: 8.9 eV
**LUMO**: -0.2885 hartree
**2S+1**: 1
**Charge**: +2
**Highest occupied orbital energy**: -16.79 eV

Geometry as XYZ:
```
17
C3H10FN3 | the OMol25 dataset | ωB97M-V/def2-TZVPD
H -3.28993 0.62991 -0.88089
H 2.77412 -0.57865 -0.90148
N 1.11233 0.65603 0.66933
H 1.99683 -1.18711 1.19261
H 1.01584 1.36756 -0.06458
N 1.82391 -1.02532 -0.89691
N -2.59189 0.38931 -0.14644
C -1.33864 0.77621 -0.81499
H 2.03139 -1.86292 -1.43000
F -0.74094 -0.74610 1.81501
H 1.08076 -0.54292 -1.46287
H -1.13670 1.84262 -0.54916
H 1.48549 1.11160 1.59765
H -2.59089 -0.63436 -0.04065
C 0.00239 -0.26641 0.72535
H -2.91787 0.89157 0.76348
C 1.28380 -0.82100 0.42455
```

***

# 6
Density functional theory data (ωB97M-V/def2-TZVPD) for the ion C3H10N with charge +1.

Calculated values
**Energy above the lowest of the compared OMol25 structures with the same formula, charge and spin**: 35.9 kcal/mol
**Frontier orbital gap**: 12.4 eV
**LUMO**: -0.1418 hartree
**2S+1**: 1
**Charge**: +1
**Highest occupied orbital energy**: -16.28 eV
**SMILES**: CC(C)[NH3+]

Geometry as XYZ:
```
14
C3H10N | the OMol25 dataset | ωB97M-V/def2-TZVPD
H -0.66720 1.40371 -1.08238
C 1.45517 -0.05366 -0.14193
H 1.98193 0.85548 0.28062
C -0.83801 -1.22963 -0.05632
N -0.62178 1.28293 0.00270
H -1.67979 0.97049 0.14411
H -1.86432 -0.87903 -0.30826
H -0.90811 -1.85226 0.77664
H 1.88717 -1.05220 0.14428
H 0.15925 -0.01983 1.68037
H -0.32669 2.18232 0.36289
H -0.25737 -1.52018 -0.92971
C 0.07729 0.02990 0.42524
H 1.60246 -0.11806 -1.29826
```

***

no.,largest force on an atom (eV Å⁻¹)
1,2.37
2,4.21
3,12.28
4,1.37
5,5.47
6,4.78